No. 1
ORCA calculation (ωB97M-V/def2-TZVPD) on a single C7H9F molecule at a distorted geometry.

Properties
Structure (SMILES) = C#C[C@H]1C[C@@](C)(F)C1
Kohn-Sham gap = 10.8 eV
Relative energy (zero: lowest compared OMol25 entry of this formula, charge and spin) = 89.6 kcal per mole
LUMO energy = 0.034 hartree
Multiplicity = 1
HOMO = -9.87 eV

Structure (XYZ):
```
17
Properties=species:S:1:pos:R:3:forces:R:3
C -0.1018 -0.4015 1.0836 1.2 -5.0 -1.1
H -2.6462 1.1188 0.9482 -0.9 0.4 0.7
H -0.0784 0.0414 2.0074 -0.6 0.7 2.5
C -1.2188 -0.1573 0.0923 1.1 2.1 -1.9
F -2.1488 -1.1077 -0.3180 0.7 -0.1 0.8
C 0.8464 0.2503 0.1084 5.7 3.3 4.2
C 3.5272 -0.1447 -0.1263 2.9 0.6 -2.0
H -0.2263 1.0862 -1.5724 -0.2 0.1 0.6
H -0.0847 -0.5905 -1.8939 0.6 1.1 2.8
C 2.3633 0.0041 0.1163 -2.4 -0.9 -1.0
H 1.0362 1.3785 0.4958 -1.3 -1.9 -1.0
C -1.9377 1.1650 0.1586 0.8 0.0 1.5
H -1.2727 2.0736 0.2709 -0.8 -1.2 -0.3
H -2.4051 1.0495 -0.7717 -1.2 1.1 -1.4
H 4.5507 -0.0522 -0.6906 -2.5 -0.5 2.0
C -0.0989 0.1908 -0.9452 -2.3 -2.5 -6.5
H 0.1870 -1.5759 1.1422 -0.9 2.7 0.0
```
Positions in Å, forces in eV/Å.


No. 2
ORCA calculation (ωB97M-V/def2-TZVPD) on 2 unconnected molecules or ions with the total composition C3H8OS2 at a distorted geometry.

Properties
Structure (SMILES) = CC(=O)SS.C
Kohn-Sham gap = 9.9 eV
Relative energy (zero: lowest compared OMol25 entry of this formula, charge and spin) = 0.7 kcal per mole
LUMO energy = 0.016 hartree
Multiplicity = 1
HOMO = -9.44 eV

Structure (XYZ):
```
14
Properties=species:S:1:pos:R:3:forces:R:3
H 0.0477 1.5302 -0.3440 0.1 0.0 0.0
H -1.1897 1.4018 -1.6140 -0.1 -0.1 -0.2
S 0.3481 -0.9734 1.8175 -0.2 0.0 0.0
H 2.6558 -0.2503 2.7931 0.0 0.1 0.0
H -1.4320 -0.9255 -0.3051 -0.1 0.0 0.0
S 2.2044 -1.4712 2.4838 0.1 0.0 0.1
H -1.6663 1.4082 0.1011 -0.2 -0.1 0.1
H -0.4452 -0.8421 -1.7960 0.0 0.1 0.0
H -1.0395 2.8683 -0.6491 -0.1 0.1 0.0
C -0.9641 1.7847 -0.6295 0.0 0.6 0.1
C -0.4890 -1.2000 -0.7708 -0.1 0.0 -0.5
C 0.6661 -0.7053 0.0312 0.4 -0.8 0.8
O 1.7347 -0.3354 -0.3395 0.0 0.1 -0.5
H -0.4310 -2.2900 -0.7786 0.0 0.0 0.1
```
Positions in Å, forces in eV/Å.


No. 3
ORCA calculation (ωB97M-V/def2-TZVPD) on a single C4H5NO molecule at a distorted geometry.

Properties
Structure (SMILES) = CC(=C=N)C=O
Kohn-Sham gap = 8.9 eV
Relative energy (zero: lowest compared OMol25 entry of this formula, charge and spin) = 69.0 kcal per mole
LUMO energy = 0.001 hartree
Multiplicity = 1
HOMO = -8.84 eV

Structure (XYZ):
```
11
Properties=species:S:1:pos:R:3:forces:R:3
C -0.0703 0.0444 0.0266 0.1 -0.2 -0.6
H 0.6593 -2.4555 1.2161 -2.4 0.4 1.8
N -0.0775 -1.7448 1.7946 3.5 -1.8 -2.3
C 0.9669 0.5822 -0.9160 0.2 0.3 0.0
C 0.0943 -0.9849 0.8503 -1.3 1.4 1.3
C -1.4136 0.6195 0.1617 -0.5 -0.4 -0.3
O -2.2982 0.2290 0.8975 0.4 0.3 -0.3
H -1.5615 1.5026 -0.5017 0.1 -0.1 0.2
H 1.3005 -0.1682 -1.6458 -0.1 0.2 0.2
H 1.8500 0.9671 -0.3937 -0.1 0.0 -0.1
H 0.5294 1.4128 -1.4819 0.1 -0.1 0.1
```
Positions in Å, forces in eV/Å.